[1]
{
  "formula": "CH3BrOS",
  "method": "wB97M-V/def2-TZVPD",
  "relative_energy_kj_mol": 249.3,
  "elements": ["C", "O", "S", "Br", "H", "H", "H"],
  "xyz": [[0.6274, 0.4329, 0.4189], [1.2640, -0.1547, -0.5702], [-2.3392, -2.0360, -0.5180], [-2.0350, -0.0314, 0.0099], [1.5647, 0.4878, -1.1792], [0.6034, 1.5536, 0.5975], [0.3147, -0.2523, 1.2411]],
  "atomic_forces_ev_per_a": [[-1.550, 0.169, 1.781], [-0.239, -0.733, 0.939], [0.056, -0.700, -0.190], [0.272, 1.010, 0.144], [0.550, 1.029, -1.320], [0.217, -1.570, -0.559], [0.694, 0.795, -0.796]]
}

---

[2]
{
  "formula": "CH3BrOS",
  "method": "wB97M-V/def2-TZVPD",
  "relative_energy_kj_mol": 17.4,
  "elements": ["C", "O", "S", "Br", "H", "H", "H"],
  "xyz": [[-0.7417, 0.3229, 0.1059], [0.8195, -1.8007, -0.3839], [0.7972, -0.6177, 0.5329], [2.3143, 0.8934, -0.3127], [-1.4230, -0.5447, -0.0964], [-0.7045, 0.9268, -0.9103], [-1.0618, 0.8201, 1.0644]],
  "atomic_forces_ev_per_a": [[-0.306, -0.369, -1.124], [-0.107, 1.552, 1.310], [-0.139, -0.817, -1.927], [-0.334, -0.170, 0.253], [0.384, 0.742, 0.311], [0.191, -0.936, 2.511], [0.311, -0.003, -1.333]]
}

---

[3]
{
  "formula": "CH3Cl",
  "method": "wB97M-V/def2-TZVPD",
  "smiles": "CCl",
  "relative_energy_kj_mol": 64.7,
  "elements": ["C", "H", "H", "H", "Cl"],
  "xyz": [[-1.1177, -0.0223, 0.0061], [-1.3462, -0.7715, -0.6415], [-1.5321, -0.1170, 0.8730], [-1.2427, 1.0741, -0.3647], [0.6369, -0.0030, 0.0057]],
  "atomic_forces_ev_per_a": [[2.934, 5.116, -4.399], [-1.277, -1.686, -1.984], [-2.096, -0.714, 5.414], [-0.932, -2.258, 0.295], [1.371, -0.458, 0.674]]
}

---

[4]
{
  "formula": "CH3Cl2FSi",
  "method": "wB97M-V/def2-TZVPD",
  "relative_energy_kj_mol": 411.1,
  "elements": ["C", "F", "Si", "Cl", "Cl", "H", "H", "H"],
  "xyz": [[-0.2333, -0.2531, -0.5934], [-0.8598, -1.3707, -0.0634], [1.3927, -0.0228, 0.3787], [2.4925, 1.6964, -0.0490], [2.4408, -1.6915, -0.0566], [-0.2802, -0.5110, -1.6743], [-0.9207, 0.5704, -0.5759], [0.8940, 0.2574, 2.2559]],
  "atomic_forces_ev_per_a": [[-0.304, -0.397, -1.497], [-0.251, -0.396, 0.980], [-1.142, 1.201, 2.631], [-0.514, -0.746, -0.042], [0.313, -0.133, 0.225], [1.285, 0.462, 0.329], [-0.318, 0.745, 0.702], [0.930, -0.735, -3.329]]
}

---

[5]
{
  "formula": "CH3Cl2O2P",
  "method": "wB97M-V/def2-TZVPD",
  "relative_energy_kj_mol": 368.3,
  "elements": ["C", "O", "O", "P", "Cl", "Cl", "H", "H", "H"],
  "xyz": [[0.6088, -0.7591, -0.0440], [-2.1350, -0.4251, 0.1406], [1.8379, -0.1506, -0.1359], [-0.8911, 0.1876, -0.2810], [-0.5516, 2.0896, 0.5332], [-1.0191, 0.6648, -2.2235], [-0.0263, -0.3856, 1.8416], [0.5028, -1.9529, 0.0077], [1.6736, 0.7313, 0.1614]],
  "atomic_forces_ev_per_a": [[-0.195, -0.820, 3.411], [-0.390, -0.362, 0.318], [-1.321, -2.302, -0.435], [-0.194, 0.663, 0.429], [0.209, -0.991, -0.437], [0.325, 0.080, -0.404], [0.799, -0.744, -2.660], [0.557, 3.024, -0.443], [0.212, 1.452, 0.223]]
}

---

[6]
{
  "formula": "CH3Cl2OP",
  "method": "wB97M-V/def2-TZVPD",
  "smiles": "POC(Cl)Cl",
  "relative_energy_kj_mol": 388.5,
  "elements": ["C", "O", "P", "Cl", "Cl", "H", "H", "H"],
  "xyz": [[-0.5591, -0.1441, -1.6442], [-0.4652, -0.5190, -0.4122], [0.2155, 1.0291, 0.8259], [-1.6840, 1.4697, -1.8567], [0.9085, 0.3614, -2.4387], [-1.1376, -0.9678, -2.1296], [1.4124, 0.4157, 1.1564], [-0.3237, 0.5494, 2.0435]],
  "atomic_forces_ev_per_a": [[-2.135, 0.421, -0.866], [1.381, 2.192, 3.759], [-1.177, -1.433, -1.826], [0.279, -1.157, 0.165], [0.733, -0.257, -0.352], [0.668, 1.006, -0.486], [0.620, -0.457, -0.127], [-0.368, -0.315, -0.268]]
}

---

Molecular weight (u)
143.0, 143.0, 50.5, 133.0, 148.9, 132.9